# 1
C3H15BeBr4F6GaMgO5P | ωB97M-V/def2-TZVPD

Element x y z (Å)
C -3.70985 -0.63170 0.69913
C -3.09686 -0.68263 1.71673
Ga -2.05112 -0.76812 3.41139
H -4.52240 -0.62242 0.00496
H -2.17108 -2.22054 4.18715
H -0.48762 -0.51383 3.06783
H -2.61486 0.29973 4.49013
C -0.84610 -1.15618 -2.72178
Br -2.15572 -0.63891 -1.38536
Br 0.56528 0.15683 -2.86518
Br -0.09227 -2.91921 -2.41918
H -1.34814 -1.19596 -3.68273
O 1.11923 -4.15031 -5.08773
H 1.99974 -4.53967 -5.26201
H 1.13687 -3.61521 -4.24385
H 0.43538 -4.84482 -5.03676
O 0.95323 -1.23921 -5.87758
H 0.69987 -1.16943 -4.93751
O 0.29576 1.00871 0.46488
H 0.46493 1.63058 -0.27528
H -0.55524 0.55438 0.36258
H 0.36442 1.47553 1.36218
Be -0.63067 3.21417 1.39286
O 1.41761 -3.92444 -7.94529
H 1.21543 -4.20365 -7.04382
Br 1.65866 -5.09502 -2.51976
F 3.62439 2.77494 2.78414
P 2.73843 2.47192 4.12991
F 2.54278 2.76385 5.73579
F 2.08572 0.98024 4.45901
F 1.45114 2.39536 3.06553
F 2.43501 4.08288 4.13567
F 4.17235 1.81305 4.54834
Mg -0.38854 -0.95515 5.66739
O -2.40277 6.13080 1.85369
H -2.11531 6.60969 2.63843
H -2.18769 6.72375 1.12608

charge	+1
Kohn-Sham gap	0.096	Eh
F_max	3.27	eV/Å
ΔE to the lowest compared entry with this formula, charge and spin	0.0	kcal/mol



# 2
C3H15FeO6 | ωB97M-V/def2-TZVPD

Element x y z (Å)
Fe -0.22062 0.08907 -0.04743
C -1.10037 -2.99981 -0.52081
O -0.89900 -1.79012 0.14126
H -2.13979 -3.11225 -0.85232
H -0.47457 -3.00845 -1.42311
H -0.82755 -3.84766 0.11000
C 0.07892 3.34590 0.50168
O -0.01448 2.05215 0.02689
H -0.82085 3.91666 0.23635
H 0.15936 3.39388 1.59898
H 0.96573 3.85235 0.10490
C 2.92254 -0.71802 -0.38657
O 1.62454 -0.28982 -0.58289
H 3.30254 -0.45572 0.60765
H 3.00075 -1.79538 -0.59680
H 3.60055 -0.26512 -1.12843
O -0.84757 0.16676 -1.97881
H -1.52916 -0.34535 -2.42986
H -0.63341 0.91411 -2.55510
O 0.30288 0.03528 1.98358
H 0.17449 -0.82035 2.42236
H 1.07709 0.43563 2.39644
O -2.24316 0.41122 0.58520
H -2.78610 1.18449 0.78047
H -2.67276 -0.34946 1.00636

Kohn-Sham gap (spin up / spin down)	0.308 / 0.287	Eh
F_max	2.77	eV/Å
expectation value of S²	8.761
multiplicity	6



# 3
C3H15NO3 | ωB97M-V/def2-TZVPD

Element x y z (Å)
C -0.19083 0.25253 0.92339
N -1.57877 0.40023 0.33905
C -2.45827 1.23649 1.12885
C -2.40398 -0.67704 -0.30052
H 0.56396 0.89355 0.59664
H -0.33038 0.35536 2.02326
H 0.06816 -0.84766 0.76710
H -3.43579 1.41254 0.74448
H -1.86063 2.16799 0.98622
H -2.67731 0.89830 2.12755
H -1.88573 -1.62315 -0.42216
H -3.28001 -0.92741 0.37404
H -2.81184 -0.43552 -1.26816
H 3.59532 -0.24548 2.15620
H 3.00221 -0.77993 0.87731
O 2.77470 -0.59802 1.81332
H -0.61584 -0.02076 -2.82014
H -0.35007 0.04073 -1.41834
O 0.16067 0.26551 -2.27490
H 1.92300 -0.25315 -1.64140
H 3.42439 -0.67857 -2.02303
O 2.81970 -0.62127 -1.28133

Kohn-Sham gap	0.332	Eh
F_max	5.26	eV/Å
ΔE to the lowest compared entry with this formula, charge and spin	53.3	kcal/mol



# 4
C3H15NO3 | ωB97M-V/def2-TZVPD

Element x y z (Å)
C 1.17988 1.02323 1.34394
C 1.20104 -0.21572 2.20258
C -0.18382 -0.78444 2.38192
N 0.60822 0.76546 0.01636
H 2.16901 1.47297 1.28021
H 0.54543 1.74822 1.84988
H 1.52505 0.06637 3.20006
H 1.87292 -0.99252 1.83205
H -0.87159 0.01572 2.69215
H -0.26802 -1.56144 3.11900
H -0.65583 -1.16692 1.46762
H 0.74828 -0.21329 -0.19317
H 1.06675 1.31327 -0.69406
H -1.54206 -1.76671 -3.07015
H -1.93858 -0.50944 -2.28977
O -2.15304 -1.02374 -3.08583
H -2.17582 1.27251 -1.15047
H -1.26617 0.46119 -0.22166
O -2.17972 0.49650 -0.57686
H 1.49366 -0.45987 -3.47831
H 0.00792 -0.01983 -3.57232
O 0.81647 0.07847 -3.05319

Kohn-Sham gap	0.380	Eh
F_max	1.55	eV/Å
ΔE to the lowest compared entry with this formula, charge and spin	10.0	kcal/mol



# 5
C3H15NO3 | ωB97M-V/def2-TZVPD

Element x y z (Å)
C -2.26607 -0.34968 1.36633
C -0.73201 -0.62479 1.31360
N 0.07355 0.42112 0.46782
C 1.09216 -0.16459 -0.41829
H -2.89639 -1.07140 2.04609
H -2.59631 -0.43720 0.29325
H -2.46995 0.73777 1.60978
H -0.27806 -1.64540 1.17517
H -0.43804 -0.37409 2.36525
H 0.51791 1.11247 1.10397
H 0.58911 -0.41533 -1.29531
H 2.04131 0.55593 -0.43078
H 1.58468 -1.02982 -0.10283
H -0.97893 1.63800 -0.43045
H -1.17250 2.91568 -1.37795
O -0.84561 2.62760 -0.53452
H -1.20225 2.94197 2.87990
H -0.18586 3.00683 1.91367
O -0.27186 2.65852 2.83122
H 4.19629 -4.15339 -4.43375
H 3.05994 -4.07607 -5.61663
O 3.17889 -4.27413 -4.72553

Kohn-Sham gap	0.362	Eh
F_max	5.28	eV/Å
ΔE to the lowest compared entry with this formula, charge and spin	60.0	kcal/mol



# 6
C3H15NO4 | ωB97M-V/def2-TZVPD

Element x y z (Å)
C 0.04541 -2.74827 0.67478
C 0.47120 -1.62399 1.60103
C 0.86404 -0.40715 1.18136
N 0.81002 0.79098 1.83353
H 0.92373 -3.12183 0.15231
H -0.46937 -3.51960 1.24204
H -0.65459 -2.32742 -0.03477
H 0.12506 -1.57692 2.64131
H 1.24461 -0.46296 0.16909
H 1.27220 1.59674 1.45886
H 0.40809 0.80754 2.75334
H -2.35461 2.91583 1.60016
H -1.60087 1.49769 1.51684
O -2.22751 2.05119 2.00535
H 1.35607 -0.01859 -4.02309
H 2.58538 -0.03181 -2.92294
O 2.30722 -0.05774 -3.84697
H -2.02227 2.14517 -0.02024
H -1.77057 1.32186 -1.53340
O -1.94630 2.08265 -0.97421
H 0.93341 0.11343 -2.43816
H -0.53270 0.37384 -1.24576
O 0.23234 0.19937 -1.79045

charge	-1
Kohn-Sham gap (spin up / spin down)	0.108 / 0.299	Eh
F_max	2.73	eV/Å
expectation value of S²	0.751
ΔE to the lowest compared entry with this formula, charge and spin	76.2	kcal/mol
multiplicity	2



# 7
C3H15NO4 | ωB97M-V/def2-TZVPD

Element x y z (Å)
C -0.97845 -1.10075 -0.12585
N 0.26025 -0.50871 -0.72820
C 1.11600 -1.46552 -1.37009
O 1.63338 -2.41105 -0.38016
C -0.96412 -1.17155 1.45748
H -1.10324 -2.13819 -0.42437
H -1.83680 -0.52749 -0.47521
H 0.76907 -0.06704 0.03138
H 2.00094 -0.90645 -1.68007
H 0.65786 -2.17161 -2.05627
H 2.03898 -1.99080 0.36795
H -0.08357 -0.66023 1.82897
H -0.85729 -2.23668 1.70504
H -1.82328 -0.68201 1.89792
H 0.87438 3.35441 -0.12439
H -0.66310 3.34401 -0.14813
O 0.09721 3.13633 0.41321
H 0.99159 1.78914 1.08008
H 1.21440 1.15755 2.41335
O 1.54441 1.10272 1.51282
H -1.65721 1.34446 -2.49783
H -1.33054 1.12392 -1.06467
O -1.90086 1.68552 -1.63294

Kohn-Sham gap	0.359	Eh
F_max	3.07	eV/Å
ΔE to the lowest compared entry with this formula, charge and spin	27.4	kcal/mol



# 8
C3H15NO4 | ωB97M-V/def2-TZVPD

Element x y z (Å)
C -0.49014 0.91053 1.42930
O -0.77013 -0.38446 0.93533
C -0.38669 1.95700 0.32450
C -0.14388 3.32885 0.92433
N -1.60370 2.00316 -0.47115
H 0.36877 0.93464 2.08822
H -1.33333 1.19258 2.06755
H -0.17010 -0.65709 0.23491
H 0.39348 1.69544 -0.38344
H 0.05749 4.08035 0.15871
H -1.04155 3.67670 1.43455
H 0.69632 3.37252 1.60834
H -2.46754 2.06588 0.03337
H -1.60558 1.41198 -1.27731
H -0.83712 -3.01255 -3.08613
H -0.72062 -1.48193 -3.35021
O -0.77283 -2.15255 -2.66516
H -0.98628 -2.83466 1.74882
H -2.13314 -3.75764 1.41604
O -1.54315 -3.52031 2.15001
H 4.61214 -0.35010 -2.30815
H 4.76773 -1.60633 -1.44205
O 5.27592 -0.91463 -1.90100

Kohn-Sham gap	0.334	Eh
F_max	1.06	eV/Å
ΔE to the lowest compared entry with this formula, charge and spin	26.3	kcal/mol



# 9
C3H15NO4 | ωB97M-V/def2-TZVPD

Element x y z (Å)
C 1.24982 -1.91519 -1.30783
C 1.77528 -0.88057 -0.63238
N 1.14302 -0.16238 0.34070
C 1.77396 0.97006 0.93343
H 0.22398 -2.24145 -1.17247
H 1.84447 -2.29609 -2.12486
H 2.72922 -0.48973 -0.95420
H 0.18900 -0.32769 0.63577
H 1.07448 1.61959 1.46168
H 2.54092 0.76214 1.70013
H 2.25670 1.68674 0.24733
H -2.30526 2.83090 -2.30640
H -2.22028 1.39701 -1.56808
O -2.46202 2.33381 -1.48933
H -0.59571 -0.23692 -2.10457
H -0.19314 0.65107 -3.23722
O -0.96032 0.13603 -2.92422
H -1.40517 0.01292 2.25463
H -1.97543 1.14825 1.37094
O -1.14488 0.69828 1.60360
H -1.68361 -2.19556 2.53334
H -0.53991 -1.93663 3.59693
O -1.31512 -1.56460 3.14308

Kohn-Sham gap	0.294	Eh
F_max	1.98	eV/Å
ΔE to the lowest compared entry with this formula, charge and spin	33.8	kcal/mol



# 10
C3H15NO4 | ωB97M-V/def2-TZVPD

Element x y z (Å)
C -1.19372 1.00568 -1.70990
C 0.16420 1.43168 -1.13474
C 1.36342 0.81193 -1.83379
O 2.57205 1.20996 -1.15966
N -2.09503 0.61597 -0.59051
H -1.09190 0.21985 -2.46598
H -1.71934 1.84573 -2.16927
H 0.14730 1.22879 -0.06398
H 0.29973 2.50305 -1.27403
H 1.43923 1.21023 -2.84825
H 1.37232 -0.27825 -1.93646
H 2.56440 0.66700 -0.36081
H -1.61718 -0.09538 -0.05148
H -3.00877 0.32807 -0.91360
H -0.85967 0.46485 2.54979
H -1.31078 -0.99976 2.66170
O -0.64034 -0.43322 2.27093
H -0.15985 -3.01861 2.32312
H -1.26308 -4.07985 2.64953
O -1.10170 -3.18073 2.33695
H 2.62224 -1.00718 1.33388
H 1.30561 -0.31855 1.06752
O 2.21085 -0.13126 1.31905

Kohn-Sham gap	0.344	Eh
F_max	1.23	eV/Å
ΔE to the lowest compared entry with this formula, charge and spin	22.6	kcal/mol



Number 1: M 698.77 g/mol. Number 2: M 202.99 g/mol. Number 3: M 113.16 g/mol. Number 4: M 113.16 g/mol. Number 5: M 113.16 g/mol. Number 6: M 129.16 g/mol. Number 7: M 129.16 g/mol. Number 8: M 129.16 g/mol. Number 9: M 129.16 g/mol. Number 10: M 129.16 g/mol.